{
  "formula": "C36H50BN6P2PmSbSe5",
  "method": "ωB97M-V/def2-TZVPD",
  "lumo_energy_ha": [0.0173, 0.0173],
  "total_charge": -1,
  "homo_ha": [-0.1404, -0.1408],
  "spin_multiplicity": 5,
  "e_tot_ha": -15293.7732,
  "species": ["Pm", "C", "C", "C", "C", "P", "C", "N", "B", "N", "C", "P", "C", "C", "C", "C", "C", "C", "C", "C", "C", "C", "C", "C", "C", "C", "C", "C", "C", "C", "H", "H", "H", "H", "H", "H", "H", "H", "H", "H", "H", "H", "H", "H", "H", "H", "H", "H", "H", "H", "H", "H", "H", "H", "H", "H", "H", "H", "H", "H", "H", "H", "H", "H", "H", "H", "H", "H", "H", "H", "H", "H", "H", "H", "Se", "N", "C", "C", "C", "C", "C", "N", "C", "C", "N", "C", "C", "C", "C", "C", "N", "H", "H", "H", "H", "H", "H", "Se", "Sb", "Se", "Se", "Se"],
  "xyz": [[-4.09858, -14.93260, -10.88380], [-2.32389, -19.47942, -12.14832], [-2.52213, -19.43125, -10.57790], [-1.11362, -19.25516, -10.03570], [-2.95100, -20.80063, -10.00175], [-3.64059, -18.03782, -10.11137], [-3.55001, -17.99658, -8.22181], [-2.63782, -16.87782, -8.10946], [-2.33899, -15.99658, -9.18068], [-1.25587, -15.04782, -8.69101], [-0.62056, -13.85082, -9.21706], [-0.20406, -13.80300, -11.05263], [0.32017, -11.88654, -11.29202], [1.51022, -11.54145, -12.20195], [0.55240, -11.17343, -9.92572], [-0.92623, -11.29410, -11.96475], [1.48685, -14.81387, -11.09593], [2.37930, -14.28678, -9.99811], [1.10956, -16.25302, -10.87273], [2.14422, -14.74273, -12.50140], [-1.02979, -15.39083, -7.31611], [-0.08561, -14.93126, -6.41989], [0.14512, -15.75454, -5.32235], [-0.60154, -16.88159, -5.02508], [-1.67008, -17.28674, -5.86218], [-1.84221, -16.57351, -7.01225], [-5.60693, -18.60605, -10.44814], [-6.03327, -19.37412, -9.20645], [-5.71494, -19.44731, -11.76757], [-6.49450, -17.32981, -10.58100], [-1.57617, -20.19092, -12.45773], [-3.30194, -19.71156, -12.59282], [-2.04439, -18.43888, -12.47543], [-0.43528, -19.77269, -10.67006], [-0.88209, -18.18269, -10.09304], [-0.95181, -19.52823, -8.98213], [-2.08988, -21.47347, -10.15070], [-3.17241, -20.76386, -8.93085], [-3.85197, -21.25365, -10.43982], [-4.48174, -17.77390, -7.76217], [-3.15361, -18.90868, -7.72494], [-1.36670, -13.02258, -9.13163], [0.20682, -13.48367, -8.60709], [2.48099, -11.76391, -11.72518], [1.40371, -12.10139, -13.12882], [1.50410, -10.42848, -12.47428], [1.56968, -11.29479, -9.56871], [0.45749, -10.07672, -10.07535], [-0.08344, -11.48392, -9.11623], [-0.87794, -11.68961, -12.96782], [-1.83335, -11.65872, -11.40191], [-0.83749, -10.21077, -12.02490], [2.01263, -14.61628, -9.06906], [3.39459, -14.72369, -10.16029], [2.47512, -13.19993, -9.99207], [0.57481, -16.40093, -9.89367], [0.37806, -16.59802, -11.59233], [1.97983, -16.86844, -11.02391], [2.72706, -13.81273, -12.65993], [2.91898, -15.55049, -12.56691], [1.43914, -14.88749, -13.35393], [0.41943, -13.95861, -6.59884], [0.97379, -15.46884, -4.67034], [-0.38044, -17.49845, -4.18346], [-2.30776, -18.12935, -5.63862], [-5.26331, -20.11244, -8.88662], [-6.31079, -18.75405, -8.35812], [-6.91724, -19.94937, -9.49649], [-5.36352, -20.49691, -11.55965], [-6.76440, -19.54383, -12.07311], [-5.19895, -19.07664, -12.67073], [-6.34561, -16.65437, -9.70307], [-6.54417, -15.50510, -11.64776], [-8.46835, -16.71945, -9.98877], [-7.22328, -17.79221, -17.73724], [-7.81218, -17.84565, -15.98929], [-6.82614, -17.48551, -15.18398], [-6.98879, -17.28610, -13.76620], [-8.30703, -17.45445, -13.20629], [-8.74727, -17.58026, -11.91306], [-8.02280, -17.52778, -10.61688], [-6.06528, -16.43054, -11.72621], [-5.87055, -16.77990, -13.08153], [-4.59580, -16.51199, -13.74109], [-3.53408, -15.91060, -13.00065], [-2.38731, -15.60766, -13.62628], [-2.12313, -15.88828, -14.94121], [-3.11250, -16.45846, -15.75236], [-4.38140, -16.73916, -15.10548], [-5.53117, -17.24409, -15.82320], [-5.55089, -17.45145, -17.14713], [-9.11957, -17.48591, -13.95248], [-9.83519, -17.64668, -11.88835], [-8.22796, -18.46235, -10.09806], [-1.62123, -15.11235, -13.04306], [-1.12699, -15.68843, -15.28601], [-2.97298, -16.67015, -16.80501], [-6.95484, -14.41248, -9.17418], [-6.05023, -12.28892, -10.38170], [-5.80487, -13.39005, -12.64673], [-7.66302, -10.63169, -9.67355], [-3.67588, -12.28870, -9.39828]],
  "forces_ev_per_a": [[-0.29, -0.56, 1.84], [-1.60, 1.60, 0.92], [0.23, -1.80, -0.45], [-0.11, 2.21, 1.07], [-0.26, -0.41, -0.46], [-2.99, 0.39, -0.96], [1.24, -0.12, -0.82], [0.87, 0.44, 0.77], [1.39, 3.05, -1.00], [-0.37, -1.62, 2.17], [-1.22, 1.00, -0.28], [1.40, 0.11, -0.25], [-0.21, 0.27, 1.35], [0.07, 0.45, 0.07], [0.43, 0.59, -0.76], [-0.16, -1.07, 0.91], [-1.41, 1.27, -0.96], [1.57, -0.23, -1.41], [-1.24, -0.17, 1.07], [0.76, 0.10, -0.04], [-0.69, -1.28, -1.66], [-0.39, 0.34, -0.58], [0.69, 0.35, 1.01], [-0.71, -0.09, -0.80], [0.81, 0.48, 0.55], [0.72, 1.17, -0.65], [1.40, 0.42, -0.53], [-0.17, -1.32, -0.54], [0.16, -1.21, 0.84], [0.66, 0.59, -0.96], [0.24, -0.30, 0.04], [0.54, -0.04, -0.20], [-0.09, -1.00, 0.14], [0.69, -0.62, -0.33], [0.38, -0.19, -0.03], [-0.28, -0.11, -0.30], [-0.43, -0.08, 0.09], [0.35, 0.18, -0.03], [0.37, 0.18, -0.20], [-0.99, 0.21, 0.27], [-0.05, 0.37, -0.47], [0.45, -0.43, -0.15], [0.13, -0.59, 0.00], [-0.34, 0.05, -0.32], [0.27, 0.06, -0.19], [-0.14, -1.40, 0.52], [0.33, -0.26, 0.01], [-0.22, -0.52, 0.07], [-0.51, 0.14, 0.08], [-0.67, -0.10, -0.53], [0.58, 0.82, -0.88], [-0.25, 0.12, 0.20], [-0.32, -0.35, 1.34], [-0.43, 0.29, 0.35], [-0.01, -0.11, -0.07], [0.95, -0.02, -0.65], [-0.24, 0.04, -0.50], [0.47, -0.52, 0.45], [-0.58, -0.41, 0.05], [-0.64, 0.38, 0.05], [0.35, 0.14, 0.69], [-0.09, -1.02, 0.28], [-0.31, -0.16, 0.06], [0.25, -0.09, 0.59], [0.10, -0.15, 0.11], [-0.57, 0.54, -0.17], [0.09, 0.20, -0.05], [-0.16, -0.23, 0.36], [-0.23, 0.96, -0.33], [-0.01, 0.05, 0.21], [-0.01, -0.02, 0.82], [0.19, -0.68, -0.49], [-0.17, -0.57, -0.02], [0.19, -0.40, -0.50], [0.96, -0.19, 2.75], [0.23, 0.45, -0.37], [-0.15, -0.31, -1.37], [1.90, 1.02, 0.52], [-1.39, -0.30, 1.26], [0.71, 0.72, -1.94], [0.07, -0.26, 0.48], [1.09, 0.53, 1.32], [-2.29, -0.92, -0.34], [2.27, 1.24, 0.68], [-1.03, -0.94, -2.00], [-1.32, -0.39, 1.24], [-0.74, -0.98, -1.79], [-0.77, 0.32, 2.16], [0.81, -0.18, -0.71], [-1.18, -0.66, -2.59], [0.46, 0.78, 0.78], [0.68, -0.08, 0.30], [0.18, -0.11, 0.48], [-0.32, -0.13, 0.26], [-0.07, 0.03, 0.33], [0.18, 0.16, -0.41], [-0.09, -0.02, 0.11], [1.11, 0.74, -0.65], [-0.55, -0.92, 1.45], [0.03, 1.14, -0.41], [0.41, 0.17, -0.53], [-0.93, -0.15, -0.81]]
}